{"formula": "C40H69O14P3", "method": "ωB97M-V/def2-TZVPD", "gap_ev": 5.15, "e_tot_ev": -99094.55132, "fmax_ev_per_a": 10.13, "elements": ["P", "P", "P", "O", "O", "O", "O", "O", "O", "O", "O", "O", "O", "O", "O", "O", "O", "C", "C", "C", "C", "C", "C", "C", "C", "C", "C", "C", "C", "C", "C", "C", "C", "C", "C", "C", "C", "C", "C", "C", "C", "C", "C", "C", "C", "C", "C", "C", "C", "C", "C", "C", "C", "C", "C", "C", "C", "H", "H", "H", "H", "H", "H", "H", "H", "H", "H", "H", "H", "H", "H", "H", "H", "H", "H", "H", "H", "H", "H", "H", "H", "H", "H", "H", "H", "H", "H", "H", "H", "H", "H", "H", "H", "H", "H", "H", "H", "H", "H", "H", "H", "H", "H", "H", "H", "H", "H", "H", "H", "H", "H", "H", "H", "H", "H", "H", "H", "H", "H", "H", "H", "H", "H", "H", "H", "H"], "positions_angstrom": [[10.43, 3.05, -2.97], [-8.31, 4.37, -2.25], [-7.59, -5.38, -4.21], [-4.41, 2.24, 1.29], [-6.06, -5.49, -4.07], [8.99, 3.17, -2.45], [-6.41, 0.79, 6.29], [10.56, 4.78, -2.95], [-7.70, 4.44, -0.64], [-8.93, 4.31, -3.87], [-7.99, -4.65, -5.63], [10.30, 1.33, -2.99], [-7.61, -6.93, -4.99], [-6.78, 4.50, -2.83], [10.46, 3.06, -4.62], [-7.57, -3.84, -3.43], [-8.69, 2.90, -2.06], [-3.50, 1.64, 3.72], [-6.93, -1.91, 1.15], [-4.46, 1.46, 2.37], [6.31, 1.01, 0.89], [0.31, 2.40, 2.28], [-1.10, 2.38, 5.00], [-8.91, -4.54, 1.43], [-7.06, -1.63, 3.96], [10.24, -2.68, 3.44], [-6.54, -2.92, -3.76], [3.67, 1.37, 0.17], [-1.98, 2.23, 3.58], [11.56, 2.43, -5.24], [-1.69, 1.91, 6.48], [10.70, -2.01, 2.02], [1.09, 2.14, 0.84], [-6.06, -0.32, 3.91], [-6.94, 3.34, -0.15], [8.28, -0.67, 1.86], [-7.63, -5.20, 0.61], [9.53, 5.55, -3.55], [2.42, 1.21, 1.23], [-9.24, -3.99, -5.68], [10.20, -2.59, 6.12], [-8.53, 3.24, -4.71], [-6.69, -7.17, -6.05], [4.84, 0.31, 0.69], [10.26, -1.66, 4.73], [-5.50, 0.15, 2.42], [-3.19, 1.27, 6.61], [9.09, 0.74, -3.45], [-6.09, 5.71, -2.56], [9.92, -0.62, 1.62], [-5.60, 0.55, 5.24], [-1.30, 2.69, 2.13], [-7.51, -2.46, 2.58], [-8.50, -3.75, 2.80], [-4.08, 1.17, 5.22], [7.44, -0.15, 0.55], [-5.93, -0.60, 1.03], [-7.61, 2.57, 0.23], [-9.08, -2.91, -5.71], [-7.04, -8.04, -6.61], [-9.77, -4.30, -6.59], [-3.57, 0.93, 7.67], [-6.32, 3.69, 0.68], [2.14, 0.09, 1.47], [11.22, 1.51, -5.72], [-6.61, -4.85, 1.09], [6.98, -1.11, 0.03], [-6.30, -2.95, -4.83], [8.18, 0.33, -0.23], [-6.29, 2.92, -0.92], [10.09, -3.75, 5.85], [-9.86, -4.24, -4.81], [1.39, 3.16, 0.32], [8.68, 1.29, -4.31], [0.82, 3.23, 2.93], [11.04, -3.53, 3.68], [9.33, -0.96, 4.68], [-1.80, 2.17, 1.21], [-5.63, 6.08, -3.48], [-5.70, -7.39, -5.65], [0.42, 1.38, 2.88], [-5.51, -0.17, 0.01], [11.96, 3.10, -6.01], [11.28, -1.07, 4.69], [12.35, 2.19, -4.52], [8.06, -0.09, 2.86], [-9.62, -3.89, 0.73], [11.85, -1.73, 2.12], [9.22, 5.14, -4.51], [-6.64, -6.32, -6.74], [-1.42, 3.86, 2.08], [-7.20, -2.46, 0.15], [6.48, 1.99, 0.27], [-9.58, -5.47, 1.77], [-7.96, -4.48, 3.55], [9.21, -2.27, 6.68], [-8.76, 3.51, -5.74], [8.36, 0.71, -2.64], [10.09, -0.46, 0.46], [6.45, 1.29, 2.02], [4.84, -0.63, -0.01], [8.00, -1.81, 2.03], [-6.89, -1.92, -3.51], [-5.29, 5.50, -1.83], [0.40, 1.49, 0.12], [0.01, 2.82, 5.02], [-7.69, -4.76, -0.50], [-9.46, -3.34, 3.38], [9.31, -0.28, -3.77], [-7.69, -6.37, 0.51], [8.67, 5.62, -2.88], [3.38, 1.22, -0.96], [4.15, 2.44, 0.28], [11.14, -2.43, 6.80], [-0.98, 2.02, 7.43], [9.92, 6.56, -3.72], [-7.46, 3.04, -4.63], [4.52, -0.08, 1.77], [10.65, -2.85, 1.20], [9.21, -3.26, 3.33], [2.81, 1.67, 2.26], [-5.65, -3.13, -3.17], [-9.10, 2.33, -4.46], [-6.75, 6.48, -2.15], [10.43, 0.29, 2.16], [-7.44, -2.00, 5.03]]}